The following is a DFT calculation (ωB97M-V/def2-TZVPD) of a cluster of 2 separate species, C15H22N3O7S in total at a distorted geometry.

Each line ends with the Löwdin charge.
CARTESIAN COORDINATES (ANGSTROEM)
O1 -4.490 0.904 -1.817  0.01
O2 -0.838 1.475 0.657  -0.07
O3 -3.952 3.485 2.785  0.03
O4 3.863 -6.445 -0.609  -0.35
O5 5.970 -5.318 0.013  -0.33
O6 -0.011 0.570 2.487  -0.01
O7 1.477 2.164 -0.200  -0.12
C1 -4.597 1.185 -0.633  -0.56
C2 -0.972 0.934 1.783  -0.65
C3 -3.363 2.941 1.854  -0.48
C4 4.055 -1.322 -1.350  -0.02
C5 1.920 -2.389 -0.993  -0.01
C6 4.697 -2.559 -1.233  -0.05
C7 2.553 -3.629 -0.882  -0.05
C8 2.662 -1.226 -1.231  -0.21
C9 3.947 -3.720 -1.003  -0.29
N1 -2.597 3.627 0.999  0.03
N2 -3.571 1.050 0.202  0.11
N3 5.329 -5.607 -2.363  -0.09
C10 -5.926 1.686 -0.107  0.00
C11 -2.305 5.053 1.094  -0.06
C12 2.262 0.978 -0.121  -0.27
C13 1.964 0.108 -1.339  -0.14
C14 -2.383 0.667 2.331  -0.05
C15 -3.527 1.424 1.627  -0.21
S1 4.773 -5.320 -0.829  0.64
H1 0.557 1.950 0.140  0.02
H2 4.641 -0.425 -1.525  0.12
H3 0.842 -2.323 -0.873  0.12
H4 5.780 -2.617 -1.315  0.11
H5 1.956 -4.515 -0.680  0.11
H6 -2.045 3.060 0.361  0.12
H7 -2.681 0.801 -0.213  0.13
H8 4.503 -5.720 -2.930  0.06
H9 5.838 -6.475 -2.290  0.06
H10 -6.294 0.996 0.649  0.08
H11 -6.634 1.739 -0.932  0.08
H12 -5.793 2.676 0.324  0.08
H13 -1.435 5.288 0.480  0.08
H14 -3.164 5.631 0.754  0.08
H15 -2.088 5.311 2.132  0.08
H16 2.024 0.439 0.802  0.11
H17 3.324 1.240 -0.096  0.11
H18 0.882 -0.039 -1.411  0.12
H19 2.289 0.624 -2.247  0.12
H20 -2.403 0.921 3.392  0.12
H21 -2.581 -0.404 2.249  0.12
H22 -4.457 1.125 2.108  0.14

Output
* total energy: -45553.488 eV
* total charge: -1
* gap between HOMO and LUMO: 8.278 eV
* max |F|: 2.371 eV/Å
* multiplicity: 1